w:
The following is a quantum chemistry calculation of a 2-piece molecular cluster, C4H10O2 overall, from the Open Molecules 2025 dataset.

Summary:
Total charge: -1
E_LUMO (spin up / spin down), eV: 4.00 / 4.00
Gap between HOMO and LUMO (spin up / spin down), eV: 2.87 / 8.80
Multiplicity: 2

Atoms and positions in Å:
C: -0.76774 0.81263 -1.99875
C: 0.33812 0.97342 -0.96182
C: 0.73378 0.02960 0.00727
O: -0.19674 -0.93061 0.21012
C: 1.96277 0.04248 0.89864
H: -0.51796 -0.11469 -2.70283
H: -0.80618 1.66037 -2.60773
H: -1.77666 0.55162 -1.59743
H: 1.01281 1.91055 -0.99367
H: -0.13911 -1.75765 -0.29562
H: 1.65530 0.63079 1.72114
H: 2.76123 0.58348 0.37298
H: 2.29750 -0.91447 1.32956
H: -1.63918 -0.71732 1.82704
H: -2.80245 -1.19449 2.69651
O: -2.11549 -1.56571 2.09460

x:
The following is a quantum chemistry calculation of a 2-piece molecular cluster, C4H10O2 overall, from the Open Molecules 2025 dataset.

Summary:
Total charge: -1
E_LUMO (spin up / spin down), eV: 3.83 / 3.66
Gap between HOMO and LUMO (spin up / spin down), eV: 2.96 / 7.12
Multiplicity: 2

Atoms and positions in Å:
C: -0.61535 -1.88483 1.49965
C: 0.67376 0.51691 -1.29614
O: 2.16270 0.84710 -1.55014
C: 0.43485 -0.08568 0.00730
C: -0.08471 -1.37177 0.20114
H: -1.07376 -1.06862 2.06551
H: -1.40362 -2.62777 1.28326
H: 0.11305 -2.46810 2.08183
H: 0.20926 1.45183 -1.61306
H: 0.57581 -0.27869 -2.03731
H: 2.48750 1.09796 -0.68476
H: 0.51609 0.58126 0.85486
H: -0.14834 -1.95923 -0.71659
H: -2.95408 1.86833 0.80740
H: -1.68311 1.30412 0.10756
O: -2.04766 1.56207 0.96863

Which structure is most stable? x, by 0.202 eV over the runner-up.

w:
The following is a quantum chemistry calculation of a 2-piece molecular cluster, C4H10BN overall, from the Open Molecules 2025 dataset.

Summary:
E_LUMO (spin up / spin down), eV: -0.92 / -0.92
Gap between HOMO and LUMO (spin up / spin down), eV: 8.87 / 8.87
Multiplicity: 1

Atoms and positions in Å:
B: 0.01564 0.77658 -1.61602
C: -1.16635 -0.35127 -1.27918
C: -0.90886 -0.61655 0.18981
C: 0.54686 -0.44970 0.39498
C: 0.73061 0.26365 1.74151
N: 0.94884 0.34698 -0.73490
H: -0.05674 1.55832 -2.43260
H: -2.21596 -0.11986 -1.25118
H: -1.17120 -1.24934 -1.97808
H: -1.28991 0.16432 0.80632
H: -1.27279 -1.65850 0.47487
H: 1.14855 -1.43589 0.39530
H: 0.53424 -0.41465 2.54455
H: -0.01408 1.05190 1.77433
H: 1.74650 0.71745 1.72842
H: 2.42464 1.41654 -0.75812

x:
The following is a quantum chemistry calculation of C4H10BN as an isolated structure, from the Open Molecules 2025 dataset.

Summary:
E_LUMO, eV: 0.92
Gap between HOMO and LUMO, eV: 10.16
Multiplicity: 1

Atoms and positions in Å:
B: 0.84484 0.34684 2.26828
C: -1.05446 -0.61567 -0.58974
C: 0.05874 -0.37931 -1.49903
C: -1.03605 0.63017 0.36351
C: 1.24214 -0.16428 -0.65669
N: 0.31240 0.49748 0.95467
H: 2.02806 0.28265 2.63873
H: 0.06789 0.39233 3.10163
H: -2.08362 -0.80175 -0.89548
H: -0.77467 -1.50241 0.06853
H: 0.41318 -1.17707 -2.25823
H: -0.22719 0.57167 -2.01507
H: -1.25885 1.60652 0.04819
H: -1.82344 0.38358 1.09984
H: 1.68201 -1.04815 -0.40699
H: 2.01928 0.60521 -0.83971

Which structure is most stable? x, by 1.542 eV over the runner-up.

w:
The following is a quantum chemistry calculation of C51H37Cl3CsF6GeN11O2 as an isolated structure, from the Open Molecules 2025 dataset.

Summary:
Total charge: -1
E_LUMO (spin up / spin down), eV: 1.56 / 1.56
Gap between HOMO and LUMO (spin up / spin down), eV: 5.42 / 7.56
Multiplicity: 2

Atoms and positions in Å:
Cs: -0.48278 -0.84141 -1.72826
C: -4.86036 0.09406 1.80232
N: -4.02777 1.03279 1.09163
C: -2.90078 0.77847 0.41347
N: -2.38893 1.90224 -0.04834
C: -3.27109 2.83561 0.39976
N: -4.28357 2.36220 1.09667
C: -4.49085 -0.06786 3.26100
C: -5.26334 -0.91492 4.04918
C: -4.97603 -1.08648 5.39345
C: -3.91199 -0.41426 5.97046
C: -3.13075 0.42572 5.18700
C: -3.41777 0.59539 3.83391
C: -2.01519 1.13307 5.81858
N: -1.83895 1.37028 7.07572
N: -0.63488 2.04931 7.18163
C: -0.17283 2.16225 5.98445
O: -0.99679 1.61006 5.06710
C: 1.09735 2.76046 5.56549
C: 1.87171 3.43265 6.50288
C: 3.09279 3.96174 6.12225
C: 3.54750 3.81379 4.82107
C: 2.77980 3.13892 3.87967
C: 3.32969 2.95276 2.47863
N: 2.37627 2.39564 1.55164
C: 2.06439 1.10896 1.34120
N: 1.02615 1.01803 0.54086
C: 0.72718 2.32233 0.28075
N: 1.51292 3.19293 0.88073
C: 1.54749 2.62597 4.25557
H: -4.78301 -0.86814 1.29647
H: -5.88855 0.44310 1.72139
H: -2.53360 -0.24029 0.30030
H: -3.16641 3.88966 0.19605
H: -6.09620 -1.44691 3.60211
H: -5.58276 -1.75272 5.99306
H: -3.67206 -0.53340 7.01860
H: -2.80348 1.25923 3.23664
H: 1.50528 3.52718 7.51656
H: 3.69805 4.49171 6.84632
H: 4.50830 4.22722 4.53359
H: 4.19712 2.29225 2.50964
H: 3.65056 3.91194 2.07657
H: 2.61852 0.28875 1.77313
H: -0.09113 2.61256 -0.35919
H: 0.92216 2.10877 3.53771
C: -3.90212 2.54437 -3.21541
C: -3.09817 3.63588 -2.90978
C: -1.74416 3.58930 -3.19717
C: -1.17461 2.46917 -3.81183
C: -1.99872 1.40939 -4.19796
C: -3.35014 1.44181 -3.85066
C: 0.31860 2.49463 -3.95465
C: 0.95301 3.35050 -4.89266
C: 2.30869 3.39696 -4.95066
C: 3.07536 2.62484 -4.04753
C: 4.49153 2.61919 -4.02266
C: 5.16166 1.88190 -3.08918
C: 4.44676 1.12197 -2.13284
C: 3.08354 1.10216 -2.14206
C: 2.36284 1.85249 -3.10750
N: 0.99880 1.78509 -3.08842
H: -4.95667 2.55119 -2.96582
H: -3.51769 4.50931 -2.42448
H: -1.09865 4.41998 -2.92871
H: -3.98792 0.60972 -4.12279
H: 0.34174 3.92041 -5.57984
H: 2.81230 4.01830 -5.68349
H: 5.03249 3.20980 -4.75354
H: 6.24462 1.87898 -3.07808
H: 4.99007 0.53749 -1.39930
H: 2.49850 0.53391 -1.43202
C: 2.25834 -3.54676 1.67857
C: 1.82829 -2.40651 0.98427
N: 2.05675 -2.20273 -0.29413
C: 2.70995 -3.15742 -0.99088
C: 3.19505 -4.32808 -0.38976
C: 2.95288 -4.49961 0.98459
C: 3.89409 -5.30041 -1.18440
C: 4.07591 -5.10709 -2.50476
C: 3.57084 -3.93217 -3.16057
C: 3.71176 -3.71122 -4.54256
C: 3.17998 -2.58720 -5.10254
C: 2.50290 -1.67788 -4.27139
N: 2.36775 -1.84708 -2.97552
C: 2.88952 -2.95855 -2.42056
H: 2.02426 -3.66692 2.72777
H: 1.25053 -1.63983 1.49436
H: 3.30470 -5.40144 1.47364
H: 4.26277 -6.19745 -0.70033
H: 4.59667 -5.84713 -3.10182
H: 4.22649 -4.44969 -5.14791
H: 3.23930 -2.40285 -6.16631
H: 2.05316 -0.78764 -4.69936
Cl: -0.42787 -2.76259 -4.98595
Ge: -1.34743 -0.35103 -5.06401
Cl: -3.11409 -0.77763 -6.29547
Cl: 0.12839 0.46797 -6.51900
C: -4.04343 -3.43707 0.74999
C: -2.73042 -3.41736 -0.06303
O: -2.24141 -2.20681 -0.35157
C: -3.00265 -4.19127 -1.38768
F: -1.91250 -4.27754 -2.15572
F: -3.45341 -5.45825 -1.19426
F: -3.95006 -3.55596 -2.10286
C: -1.68246 -4.21546 0.77165
F: -2.06324 -5.46062 1.13087
F: -0.50374 -4.33995 0.13590
F: -1.43000 -3.55303 1.92978
H: -4.79554 -2.89260 0.17834
H: -3.86432 -2.93620 1.70269
H: -4.40077 -4.44931 0.93954

x:
The following is a quantum chemistry calculation of C51H37Cl3CsF6GeN11O2 as an isolated structure, from the Open Molecules 2025 dataset.

Summary:
Total charge: -1
E_LUMO (spin up / spin down), eV: 1.82 / 1.71
Gap between HOMO and LUMO (spin up / spin down), eV: 6.99 / 6.88
Multiplicity: 2

Atoms and positions in Å:
Cs: 0.89934 0.36562 -1.07658
C: 0.04429 2.46655 4.83565
N: 0.63244 2.68332 3.52328
C: 0.50027 1.94791 2.41182
N: 1.16417 2.50879 1.41951
C: 1.69321 3.61529 1.99696
N: 1.40467 3.76359 3.27250
C: -1.44803 2.68129 4.84811
C: -1.99177 3.95036 5.01456
C: -3.36871 4.12594 5.00648
C: -4.21399 3.04108 4.83130
C: -3.67227 1.77312 4.65532
C: -2.29248 1.59920 4.66165
C: -4.53458 0.61091 4.46130
N: -5.81006 0.49760 4.59484
N: -6.11639 -0.82616 4.29564
C: -4.99938 -1.39850 4.00177
O: -3.95155 -0.54773 4.08860
C: -4.71801 -2.77229 3.59462
C: -5.60745 -3.79567 3.90411
C: -5.30249 -5.08984 3.52101
C: -4.12370 -5.35538 2.83686
C: -3.24534 -4.33054 2.50952
C: -2.02567 -4.64732 1.67666
N: -0.96642 -3.66470 1.78571
C: -0.36873 -2.97149 0.80629
N: 0.54807 -2.16966 1.31007
C: 0.47447 -2.43287 2.63758
N: -0.42552 -3.33068 2.97738
C: -3.54665 -3.03368 2.89223
H: 0.55111 3.15840 5.50468
H: 0.27600 1.44850 5.15016
H: -0.10235 1.05129 2.35116
H: 2.31528 4.31713 1.46475
H: -1.33427 4.80190 5.14617
H: -3.78595 5.11618 5.13556
H: -5.28872 3.16274 4.82082
H: -1.88307 0.60852 4.50657
H: -6.51676 -3.56630 4.44337
H: -5.98067 -5.89857 3.76094
H: -3.89032 -6.37340 2.54435
H: -2.30954 -4.67188 0.62304
H: -1.62934 -5.62472 1.95814
H: -0.61176 -3.06641 -0.24241
H: 1.10118 -1.95096 3.37126
H: -2.89354 -2.21348 2.62429
C: 3.93405 4.45429 -1.91663
C: 5.28575 4.15115 -1.79846
C: 5.70313 2.93674 -1.26992
C: 4.76606 1.98919 -0.84181
C: 3.45112 2.36259 -0.98337
C: 2.97299 3.53329 -1.49608
C: 5.12441 0.65164 -0.31106
C: 6.40015 0.41286 0.26626
C: 6.69051 -0.83211 0.73378
C: 5.72697 -1.86080 0.63422
C: 5.95350 -3.18069 1.08965
C: 4.97724 -4.12626 0.96247
C: 3.73539 -3.79470 0.37647
C: 3.48672 -2.52966 -0.07112
C: 4.48166 -1.52958 0.05316
N: 4.20390 -0.27742 -0.39952
H: 3.62504 5.40077 -2.34362
H: 6.02631 4.86522 -2.13562
H: 6.76232 2.71435 -1.21799
H: 1.90769 3.71553 -1.59094
H: 7.11663 1.21769 0.35035
H: 7.65135 -1.04512 1.18873
H: 6.91041 -3.42468 1.53685
H: 5.15114 -5.13660 1.31072
H: 2.96869 -4.55355 0.28373
H: 2.53264 -2.27379 -0.51139
C: -2.74092 3.98690 -1.10897
C: -1.44932 3.49387 -0.87584
N: -0.65521 3.05274 -1.82604
C: -1.11611 3.04112 -3.09174
C: -2.39790 3.50294 -3.42870
C: -3.21027 3.99499 -2.39368
C: -2.85711 3.42581 -4.78520
C: -2.07476 2.90644 -5.75137
C: -0.75649 2.42717 -5.45013
C: 0.07492 1.85927 -6.43019
C: 1.31622 1.40268 -6.07949
C: 1.71662 1.52730 -4.74088
N: 0.96590 2.05807 -3.80357
C: -0.26353 2.49774 -4.13716
H: -3.35190 4.31563 -0.27994
H: -1.05446 3.44818 0.13428
H: -4.21235 4.33819 -2.62157
H: -3.85901 3.77289 -5.00795
H: -2.43086 2.82702 -6.77166
H: -0.28714 1.77280 -7.44803
H: 1.97300 0.93258 -6.79815
H: 2.68995 1.16138 -4.42870
Cl: -2.40792 0.21186 1.34216
Ge: -2.34411 -0.84629 -0.80261
Cl: -3.75436 0.61065 -1.83542
Cl: -3.89410 -2.48954 -0.36951
C: 0.02369 -4.12072 -2.92623
C: 0.44040 -2.73430 -3.46165
O: 0.46642 -1.77890 -2.53195
C: -0.57641 -2.34335 -4.57177
F: -0.30626 -1.14968 -5.12902
F: -0.65480 -3.23220 -5.59738
F: -1.81262 -2.25907 -4.05352
C: 1.85156 -2.88537 -4.09939
F: 1.93840 -3.83154 -5.06769
F: 2.30650 -1.74242 -4.64688
F: 2.74677 -3.23988 -3.15534
H: -0.97220 -4.02282 -2.49347
H: 0.72617 -4.39798 -2.13988
H: 0.00884 -4.89749 -3.69220

Which structure is most stable? w, by 0.573 eV over the runner-up.

w:
The following is a quantum chemistry calculation of a 2-piece molecular cluster, C3H12N4O overall, from the Open Molecules 2025 dataset.

Summary:
E_LUMO, eV: 0.69
Gap between HOMO and LUMO, eV: 9.06
Multiplicity: 1
SMILES: NC(N)=NO.CCN

Atoms and positions in Å:
N: -0.38072 2.20071 -0.88023
C: -1.04930 1.27633 -0.12484
N: -1.83477 0.36438 -0.79983
N: -0.91349 1.11847 1.14747
O: -0.01139 2.03888 1.74822
H: 0.12752 2.88903 -0.34654
H: -0.79364 2.50680 -1.74254
H: -2.40660 -0.19399 -0.18211
H: -2.33629 0.72689 -1.59527
H: -0.02917 1.77088 2.67411
C: 1.03390 -1.55588 1.15313
C: 1.37534 -1.24238 -0.29632
N: 0.44708 -1.93612 -1.18018
H: 1.82326 -1.19821 1.81235
H: 0.93067 -2.63069 1.27850
H: 0.09774 -1.07445 1.42711
H: 2.38198 -1.61003 -0.52710
H: 1.37960 -0.14866 -0.43935
H: -0.49053 -1.60520 -0.97970
H: 0.64883 -1.69678 -2.14688

x:
The following is a quantum chemistry calculation of a 2-piece molecular cluster, C3H12N4O overall, from the Open Molecules 2025 dataset.

Summary:
E_LUMO, eV: 0.49
Gap between HOMO and LUMO, eV: 7.43
Multiplicity: 1

Atoms and positions in Å:
C: -1.00820 -1.81372 -0.81540
C: 1.27968 -0.31735 -0.54752
C: -1.23930 1.94465 0.78380
N: 0.70832 0.96958 -0.17708
N: -0.37081 0.77349 0.73450
N: 1.65506 1.89631 0.41308
N: -1.20870 -2.97567 -0.20799
O: -0.45072 -1.79870 -1.97854
H: 0.42829 -1.08324 -1.69808
H: 0.01080 0.59784 1.66972
H: -1.23762 -0.90247 -0.25364
H: 2.41805 1.36393 0.83787
H: 2.04934 2.44966 -0.33986
H: -0.81067 -3.81918 -0.59490
H: -1.62333 -3.00567 0.70977
H: 2.11421 -0.13221 -1.23291
H: 1.70969 -0.84269 0.32790
H: -1.68740 2.08486 -0.20003
H: -2.03614 1.75393 1.50616
H: -0.70057 2.85666 1.06315

Which structure is most stable? w, by 3.441 eV over the runner-up.